(1)
A molecular structure, C31H27Br2N5OPRhS3 at a distorted geometry, computed with the ωB97M-V functional and the def2-TZVPD basis.

Structure (ORCA input):
```
! RIJCOSX wB97M-V def2-TZVPD def2/J DEFGRID3
* xyz 0 1
Rh 0.667 -0.976 -0.919
C -3.830 -1.688 -4.863
C -2.469 -2.320 -5.116
N -1.835 -2.798 -3.897
C -1.138 -1.993 -3.070
S -0.446 -2.771 -1.664
N -1.055 -0.728 -3.358
N -0.299 0.004 -2.475
C -0.339 1.277 -2.540
C -1.237 2.067 -3.433
C 0.670 1.949 -1.696
C 0.740 3.329 -1.570
C 1.811 3.875 -0.881
C 2.770 3.032 -0.348
C 2.585 1.662 -0.465
N 1.555 1.129 -1.108
H -4.299 -1.405 -5.806
H -3.723 -0.795 -4.247
H -4.490 -2.384 -4.345
H -1.800 -1.597 -5.583
H -2.560 -3.172 -5.790
H -1.808 -3.784 -3.708
H -1.838 1.410 -4.052
H -0.653 2.736 -4.068
H -1.897 2.685 -2.819
H -0.017 3.964 -2.008
H 1.896 4.947 -0.770
H 3.634 3.419 0.173
H 3.281 0.965 -0.020
Br 4.807 -2.298 -3.580
C 4.240 -2.853 -1.870
C 5.025 -3.761 -1.147
C 4.640 -4.195 0.091
Br 5.735 -5.434 1.018
C 3.437 -3.732 0.671
C 2.919 -4.132 1.923
C 1.724 -3.635 2.355
C 1.031 -2.705 1.564
N 1.506 -2.295 0.414
C 2.678 -2.803 -0.068
C 3.052 -2.345 -1.367
O 2.295 -1.498 -1.998
H 5.945 -4.122 -1.586
H 3.474 -4.841 2.521
H 1.301 -3.933 3.304
H 0.089 -2.279 1.880
S 1.567 0.563 2.376
P -0.354 0.766 2.011
S -1.185 -0.264 0.423
C -0.822 2.521 1.816
C -0.020 3.513 2.366
C -0.399 4.846 2.276
C -1.576 5.192 1.629
C -2.378 4.204 1.073
C -2.005 2.872 1.167
C -1.331 0.282 3.474
C -2.580 -0.319 3.357
C -3.308 -0.638 4.496
C -2.792 -0.358 5.752
C -1.544 0.241 5.872
C -0.815 0.559 4.738
H 0.908 3.233 2.850
H 0.231 5.614 2.707
H -1.869 6.232 1.557
H -3.297 4.472 0.566
H -2.624 2.103 0.723
H -2.977 -0.550 2.377
H -4.277 -1.111 4.399
H -3.359 -0.610 6.639
H -1.136 0.454 6.851
H 0.169 1.003 4.825
*
```

Calculated values
Kohn-Sham gap (hartree): 0.2629

(2)
A molecular structure, C31H27BrN5SW, computed with the ωB97M-V functional and the def2-TZVPD basis.

Structure (ORCA input):
```
! RIJCOSX wB97M-V def2-TZVPD def2/J DEFGRID3
* xyz 1 3
W -0.067 -0.366 -0.042
C -3.499 2.246 4.307
C -3.823 2.712 2.897
N -3.656 1.671 1.884
C -2.471 1.246 1.440
S -2.461 0.012 0.207
N -1.390 1.747 1.993
N -0.254 1.265 1.385
C 0.856 1.636 1.935
C 0.931 2.391 3.214
C 2.066 1.381 1.133
C 3.316 1.796 1.540
C 4.377 1.711 0.650
C 4.145 1.225 -0.623
C 2.877 0.771 -0.938
N 1.857 0.819 -0.075
H -3.769 3.026 5.019
H -2.438 2.030 4.419
H -4.066 1.348 4.556
H -3.216 3.574 2.616
H -4.868 3.015 2.842
H -4.464 1.344 1.381
H 0.019 2.256 3.783
H 1.061 3.462 3.029
H 1.781 2.044 3.803
H 3.453 2.203 2.530
H 5.365 2.041 0.945
H 4.927 1.176 -1.366
H 2.669 0.349 -1.908
C 0.453 -2.113 3.972
C 1.476 -3.032 3.765
C 2.019 -3.176 2.501
C 1.538 -2.399 1.448
C 0.517 -1.462 1.643
C -0.017 -1.329 2.928
C 2.000 -2.564 0.063
C 2.948 -3.543 -0.317
C 3.259 -3.704 -1.624
C 2.638 -2.895 -2.605
C 2.921 -3.042 -3.984
C 2.305 -2.250 -4.907
C 1.378 -1.276 -4.476
C 1.088 -1.124 -3.150
C 1.712 -1.931 -2.179
N 1.419 -1.773 -0.832
H 0.019 -2.007 4.959
H 1.841 -3.638 4.584
H 2.808 -3.900 2.347
H -0.811 -0.617 3.116
H 3.401 -4.168 0.437
H 3.974 -4.458 -1.932
H 3.634 -3.798 -4.291
H 2.517 -2.367 -5.961
H 0.884 -0.648 -5.204
H 0.362 -0.376 -2.858
Br -3.379 -5.546 -3.174
C -2.512 -4.124 -2.293
C -2.540 -2.858 -2.843
C -1.894 -1.820 -2.180
C -1.191 -2.014 -0.984
C -1.205 -3.310 -0.458
C -1.856 -4.357 -1.095
H -3.065 -2.677 -3.771
H -1.964 -0.833 -2.628
H -0.705 -3.528 0.478
H -1.857 -5.347 -0.660
*
```

Calculated values
Kohn-Sham gap (alpha / beta) (hartree): 0.2430 / 0.2426
Expectation value of S²: 2.0304